19
Properties=species:S:1:pos:R:3:forces:R:3 method="wB97M-V/def2-TZVPD" charge=0 gap_ev="7.9307 / 8.0320" relative_energy_kcal_mol=130.8 multiplicity=1 e_tot_ev=-17731.26808 homo_energy_ev="-8.70 / -8.65"
P -0.148000 -0.832590 -0.073905 -0.59 -1.75 0.69
O -0.928500 -3.163273 0.891610 0.49 1.43 -0.64
C 0.642987 -0.797872 -1.698136 -0.10 0.33 0.37
C 0.732286 -1.894570 -2.431674 -0.02 -0.01 0.07
C 0.998814 0.012240 1.100301 -0.01 -0.07 -0.14
C -1.030139 1.374013 1.151699 0.07 0.19 -0.11
C 0.493584 1.449863 1.197392 -0.03 0.01 0.23
C -1.387985 0.538165 -0.074987 0.03 -0.15 -0.10
H 0.844089 1.926337 2.112792 0.04 0.09 -0.01
H 2.033265 -0.071857 0.768230 0.00 -0.04 0.03
H 1.190386 -1.908709 -3.407100 0.10 0.06 -0.17
H -1.279835 1.115690 -0.997136 -0.03 0.01 0.03
H 0.854553 2.035517 0.350970 0.05 0.07 -0.05
H -1.392980 0.872755 2.049446 -0.06 0.03 0.09
H -2.398689 0.135915 -0.030521 0.02 0.00 -0.07
H -1.484095 2.364237 1.100843 -0.05 -0.01 0.07
H 0.337167 -2.822351 -2.050021 -0.07 -0.22 0.04
H 0.900797 -0.498725 2.061800 0.05 0.02 -0.08
H 1.022294 0.165215 -2.021602 0.12 0.02 -0.25